Entry 1:
2 unconnected molecules or ions with the total composition C4H12O3 at a distorted geometry. Source: OMol25; level of theory: the ωB97M-V functional and the def2-TZVPD basis.

Structure (XYZ):
```
19
Properties=species:S:1:pos:R:3:forces:R:3:nbo_charge:R:1
H 1.852 0.427 -2.063 -0.3033 0.3116 -0.8396 0.457
O -0.240 -1.099 1.640 0.4576 -0.2090 1.5720 -0.721
H -0.617 -1.197 2.540 0.6627 -0.1388 -0.5922 0.488
C 1.081 1.989 -1.359 -0.6520 -0.1060 0.5243 -0.055
H -2.086 -0.909 0.719 0.3594 0.0880 0.0772 0.171
C 0.511 1.223 -0.108 2.6510 1.1306 0.1534 -0.434
H -0.207 -2.694 1.283 -0.0959 -0.6114 -0.2117 0.481
O 1.314 1.138 -2.470 0.5095 -0.7151 0.7570 -0.709
H 0.285 2.055 0.586 -0.3200 -0.6517 0.0467 0.207
O -0.398 -3.654 1.182 -0.0495 -0.1406 -1.1445 -0.980
H 1.293 0.595 0.362 0.2973 0.7790 -0.0364 0.199
H 2.020 2.521 -1.109 -0.4417 -0.1454 0.1763 0.165
H -0.485 -3.789 0.211 0.1077 0.0767 1.1127 0.459
H 0.338 2.747 -1.673 0.3206 -0.3774 0.0351 0.171
C -1.173 -0.331 0.959 -1.1745 1.6360 -1.6959 -0.056
H -0.160 -0.577 -0.984 -0.3517 0.2924 0.2691 0.210
H -1.300 0.801 -0.974 -0.3361 -0.7701 0.3491 0.212
C -0.560 0.248 -0.364 -1.5909 -0.3285 -0.0988 -0.425
H -1.469 0.505 1.621 -0.0502 -0.1202 -0.4541 0.161
```
Positions in Å, forces in eV/Å.

## Properties
Total charge: 0
SMILES string: OCCCCO.O
LUMO level (eV): 0.669
Largest force on an atom (hartree/bohr): 0.0561

***

Entry 2:
2 unconnected molecules or ions with the total composition C4H11NO3 at a distorted geometry. Source: OMol25; level of theory: the ωB97M-V functional and the def2-TZVPD basis.

Structure (XYZ):
```
19
Properties=species:S:1:pos:R:3:forces:R:3:nbo_charge:R:1
H 0.514 -1.276 1.341 -0.1511 0.3690 -0.8717 0.171
N 0.215 1.708 -0.303 -0.0982 0.0038 -0.6720 -0.618
O -0.820 -2.715 -2.272 -0.6125 -1.1449 0.2936 -0.958
H 0.293 1.926 -2.445 -0.1608 0.1814 0.6640 0.137
C -1.448 0.237 0.862 -0.2149 0.4941 0.3992 -0.623
H 1.527 -0.529 -0.026 -0.9972 -0.4520 -0.6307 0.217
H -0.378 -1.960 -2.644 0.5201 0.5710 0.2673 0.491
H 1.931 -0.204 2.653 0.0380 0.0841 -0.5982 0.457
H 0.481 2.652 -0.094 -0.0491 0.1642 -0.3232 0.403
C 0.971 -0.375 0.887 1.7089 0.3406 1.4966 -0.070
H -0.298 -3.095 -1.551 0.0206 0.5481 -0.4819 0.467
H 0.211 1.429 1.718 -0.2055 0.1081 0.2000 0.211
H -2.164 0.883 0.332 0.2665 -0.2742 0.1391 0.219
C 0.132 1.236 -1.590 0.7406 -0.4476 0.9104 0.524
H -1.490 -0.775 0.471 0.1152 0.1153 -0.5631 0.230
O 2.151 -0.122 1.708 -0.3821 0.3626 0.8343 -0.741
O -0.009 0.043 -1.779 -0.3956 0.1095 -0.5453 -0.641
C -0.010 0.827 0.844 -0.2697 -1.4471 -0.6107 -0.084
H -1.809 0.110 1.886 0.1266 0.3141 0.0922 0.209
```
Positions in Å, forces in eV/Å.

## Properties
Total charge: 0
SMILES string: C[C@@H](CO)NC=O.O
LUMO level (eV): 0.653
Largest force on an atom (hartree/bohr): 0.0447

***

Entry 3:
A molecular structure, H16O8 at a distorted geometry. Source: OMol25; level of theory: the ωB97M-V functional and the def2-TZVPD basis.

Structure (XYZ):
```
24
Properties=species:S:1:pos:R:3:forces:R:3:nbo_charge:R:1
O -0.510 -1.758 1.420 0.1349 -1.7448 0.7793 -0.967
H -0.824 -0.978 0.963 1.4793 -2.4643 0.9778 0.415
H 0.033 -1.961 -0.839 -0.4466 -1.6620 0.8786 0.518
H -0.235 0.112 0.226 3.2102 0.3652 -0.4434 0.453
O -0.365 2.064 -1.069 -0.2619 3.2806 -8.3030 -1.055
H 3.048 -1.427 -0.260 0.6061 -0.0040 0.5250 0.444
H -2.107 2.580 0.727 -0.0200 0.9260 0.1125 0.466
O -1.320 2.036 0.726 -5.0925 5.3185 7.5546 -0.889
O 0.868 -1.662 -1.200 -11.4723 -4.1105 -12.4844 -0.755
O -1.381 0.063 0.460 -9.3205 -6.5757 0.5185 -0.823
H -2.050 -0.305 1.038 -1.2013 0.0187 1.0677 0.541
H -1.835 0.208 -0.370 -0.2398 -0.8838 -1.8641 0.536
H 1.425 2.225 0.008 0.0075 0.0530 0.0673 0.468
O 0.372 0.169 -0.513 0.4618 -4.9609 -3.6380 -0.888
H 1.669 -1.852 -0.719 6.0709 -0.5185 4.9042 0.399
H -0.079 -1.419 2.204 0.5615 -0.2749 0.2637 0.491
H 0.952 0.804 0.232 3.0251 1.3683 0.9596 0.437
H -0.379 1.109 -1.127 0.5124 1.4799 -1.1617 0.410
H -1.617 1.183 0.410 -0.3245 4.7109 1.2071 0.429
H 0.292 -0.677 -0.954 -0.2058 3.4166 -0.3188 0.438
H 1.111 -2.337 -1.833 -0.2611 -0.6967 -1.3874 0.527
O 1.125 1.626 0.692 3.4247 3.8600 4.7630 -1.012
H -0.541 2.251 -0.147 1.1183 1.2252 -0.5046 0.455
O 2.349 -2.054 -0.076 8.2338 -2.1268 5.5265 -1.037
```
Positions in Å, forces in eV/Å.

## Properties
Total charge: 0
LUMO level (eV): -0.915
Largest force on an atom (hartree/bohr): 0.3393

***

Entry 4:
A molecular structure, C49H50GeN3O3PRhSi at a distorted geometry. Source: OMol25; level of theory: the ωB97M-V functional and the def2-TZVPD basis.

Structure (XYZ):
```
109
Properties=species:S:1:pos:R:3:forces:R:3:mulliken_spin:R:1
N 0.069 0.612 -2.993 0.1079 0.1765 -0.2806 0.042
C -0.765 1.902 4.075 0.0544 -0.0436 0.0506 -0.001
H 2.391 2.768 1.920 0.0886 0.1491 0.1751 0.001
H -2.837 1.354 -3.098 -0.0159 0.0040 -0.0621 -0.007
H 2.412 0.627 -5.395 -0.0831 -0.0156 0.0341 0.000
H 3.127 -4.249 1.510 0.0128 0.0426 0.0505 0.000
C -4.453 -3.482 1.691 -0.0343 0.0182 0.0085 0.001
C -3.927 6.309 -1.559 0.1717 0.0400 -0.0831 0.001
H 0.049 -4.556 -1.252 0.0340 0.0046 0.0026 0.000
C 0.666 -7.283 0.945 -0.0319 0.0080 0.0723 0.000
H 1.396 5.361 -4.181 0.0188 -0.0106 0.0359 0.004
C -2.613 -5.021 1.532 -0.0314 0.0750 0.0052 0.000
C 3.693 -2.870 3.049 -0.0147 -0.0117 -0.0010 0.000
C 0.394 2.271 3.429 0.1581 0.0092 0.0996 0.007
C -0.121 5.675 -2.761 -0.1316 0.0263 -0.0013 0.094
H 2.182 -2.504 -0.397 0.0294 -0.0423 0.0413 0.003
H 7.534 3.308 -0.516 -0.0711 -0.0017 -0.0076 0.000
C 3.745 2.559 -0.341 -0.3572 0.0296 -0.0131 0.059
C 0.847 -4.226 -0.584 -0.0804 0.1761 0.1566 0.002
H -4.115 2.832 0.466 0.0048 0.1142 -0.0264 -0.003
C -1.780 4.200 -1.414 0.3279 0.0632 0.1692 0.234
H -3.500 4.350 1.134 -0.0750 -0.0087 -0.0602 0.002
N 1.602 2.517 1.351 0.2414 -0.1379 -0.2901 0.010
H 2.648 3.716 -2.821 -0.1161 0.0228 0.0355 -0.001
C 1.345 3.801 -1.152 -0.0595 -0.1654 -0.1068 0.080
H -1.854 0.233 -5.704 0.0247 0.0040 0.0344 0.000
C -3.562 -2.419 1.630 0.1487 0.0436 -0.0360 -0.002
C -1.024 0.455 -3.742 -0.0546 -0.0544 0.1635 0.021
C 0.266 -1.747 -0.940 0.1080 0.2383 0.1580 -0.025
C -1.816 1.348 3.348 -0.0865 -0.0358 0.0624 0.003
C 5.979 1.903 -0.964 -0.0042 -0.0490 -0.0067 0.008
H 0.205 -8.109 4.689 0.0123 0.0076 -0.0580 0.000
H -2.411 0.743 1.372 -0.0063 -0.0410 -0.0489 0.009
C -1.638 1.176 1.996 0.0406 -0.0759 0.0054 -0.014
C 1.401 -3.336 2.414 -0.1964 0.0783 0.0146 0.001
H 0.707 -9.919 3.076 -0.0078 0.0579 -0.0190 0.000
C -3.978 -4.784 1.640 0.0175 -0.0028 -0.0132 0.000
H -5.611 3.804 -2.653 0.0969 -0.0317 -0.0048 0.003
H -1.054 6.254 -0.933 -0.0928 -0.1211 0.0300 0.022
C 3.248 -1.991 4.030 -0.0193 -0.0040 -0.0015 0.000
C 1.337 -2.829 -1.001 -0.2357 0.0319 0.0873 0.002
C -0.688 5.354 -1.436 0.2070 -0.1957 -0.1162 0.128
C 0.335 -7.879 3.638 -0.0046 0.0458 -0.0051 0.000
C -2.349 0.381 -3.014 0.1006 -0.0009 0.2503 0.017
H -2.249 -6.041 1.492 -0.0372 0.0027 0.0292 0.000
C 5.604 4.036 0.087 -0.0106 -0.0045 0.0062 0.004
C 1.422 0.588 -4.956 0.1623 -0.0200 -0.0077 0.003
H -3.470 6.670 -2.489 -0.0828 -0.0233 0.1170 -0.001
C -0.949 0.373 -5.124 -0.0415 -0.0668 -0.1386 -0.001
P 1.928 2.244 -0.316 0.0578 0.6429 0.1159 0.068
C 1.886 -1.785 4.205 -0.0182 0.0028 -0.0612 0.000
H -4.670 -5.616 1.681 0.0219 0.0113 0.0047 0.000
Si -3.663 4.474 -1.337 -0.2422 0.0572 0.1580 0.026
C -0.991 3.253 -0.871 -0.7268 0.5769 -0.3841 0.308
H 2.121 0.736 -2.924 -0.0020 0.0715 0.0029 0.004
C -2.195 -2.655 1.525 -0.0792 -0.0623 -0.0671 -0.004
H 1.649 -2.863 -2.051 0.0793 0.0050 0.0329 -0.001
H -2.743 1.050 3.824 0.0957 0.0228 -0.0600 0.001
C 0.486 2.078 2.047 -0.2712 -0.0910 -0.0072 0.009
C 0.781 -8.598 1.386 0.0063 0.0199 -0.0131 0.000
H -3.508 6.884 -0.727 -0.0525 -0.0401 -0.0800 0.000
C 1.268 0.662 -3.589 -0.0580 -0.0808 -0.0021 0.031
C 2.772 -3.543 2.257 0.0061 0.0511 0.0095 0.000
C 0.285 0.447 -5.741 -0.0266 -0.0139 -0.0338 0.011
H -0.666 6.372 -3.389 0.0552 -0.0204 0.0339 -0.005
C 0.120 4.381 -0.580 0.2398 0.6231 0.2197 0.154
H -4.996 6.533 -1.611 0.0578 -0.0208 0.0181 0.001
H 6.655 1.174 -1.396 -0.0539 0.0423 0.0338 0.000
O 0.528 -0.703 -0.230 -0.3920 -0.5076 -0.6097 0.105
C 4.245 3.774 0.145 0.0503 -0.0846 -0.0255 -0.006
H 4.234 0.682 -1.262 0.0233 0.0472 0.0136 0.010
H -1.502 -1.820 1.458 -0.0577 0.0030 0.0134 0.003
H 0.998 -9.389 0.677 -0.0125 0.0366 0.0417 0.000
C 0.223 -6.567 3.195 0.0305 -0.0885 -0.0696 0.000
H 1.230 2.695 3.973 -0.0881 0.0040 -0.0335 0.000
H -1.716 -0.796 -1.556 0.0978 -0.2914 -0.0700 -0.017
H 0.791 -7.062 -0.111 0.0007 -0.0466 0.0598 0.000
C 1.745 4.157 -2.402 0.1725 -0.1361 0.2885 0.077
H -3.941 -1.403 1.649 0.0327 -0.0112 0.0271 0.000
H 0.366 0.373 -6.818 -0.0105 0.0233 0.0367 0.000
H -4.160 3.719 -3.663 -0.0455 -0.0190 0.0941 0.000
H 1.539 -1.121 4.987 -0.0241 0.0409 -0.0011 0.000
Rh -0.272 1.293 -0.896 0.4580 -1.4126 -0.0803 2.281
H 3.962 -1.480 4.666 -0.0498 -0.0366 -0.0435 0.000
C 1.018 5.113 -3.197 -0.0203 0.0889 -0.1083 0.029
C 6.471 3.100 -0.471 -0.0261 0.0284 0.0264 -0.001
N -0.512 1.523 1.360 0.2054 0.1240 0.2490 0.081
H -0.099 -2.277 3.540 0.1118 -0.0042 0.0057 0.000
C 0.388 -6.254 1.844 0.0268 0.0975 -0.0236 0.000
H 0.005 -5.777 3.909 0.0203 -0.0612 -0.0194 0.000
C 0.616 -8.895 2.731 -0.0012 0.0045 -0.0118 0.000
H -4.506 2.434 -2.482 -0.0425 0.1489 -0.0032 -0.001
H 1.676 -4.932 -0.679 -0.0343 0.0136 -0.0742 0.000
H -5.188 4.238 0.604 0.1003 -0.0561 -0.0169 0.000
H 3.573 4.517 0.563 0.0155 -0.0187 -0.0451 0.004
H 4.754 -3.044 2.917 -0.0464 0.0019 0.0044 0.000
O -2.216 0.089 -1.641 -0.2690 0.8003 -0.0732 0.079
H -5.517 -3.294 1.778 0.0607 -0.0112 -0.0162 0.000
C -1.706 -3.963 1.474 0.1682 0.1348 0.0583 -0.001
C -4.164 3.923 0.376 -0.0582 -0.0581 0.0079 0.008
H -0.852 2.041 5.147 0.0026 0.0049 -0.0715 0.000
H -2.984 -0.354 -3.509 -0.0612 -0.0849 -0.0758 0.000
H 5.988 4.976 0.467 -0.0141 -0.0604 -0.0167 0.000
H 0.177 4.628 0.480 -0.0532 -0.0957 -0.0299 -0.016
O -0.772 -1.917 -1.621 0.3586 -0.1875 0.3644 0.007
C 0.966 -2.444 3.393 0.0393 -0.0637 0.0140 -0.001
C 4.617 1.629 -0.897 -0.0827 -0.1207 0.0300 0.028
Ge 0.198 -4.388 1.282 0.0899 -0.1528 -0.1846 0.001
C -4.555 3.512 -2.663 0.0488 -0.0961 -0.0599 0.020
```
Positions in Å, forces in eV/Å.

## Properties
Total charge: +1
LUMO level (spin up / spin down) (eV): -2.700 / -5.171
2S+1: 5
Largest force on an atom (hartree/bohr): 0.0289

***

Entry 5:
A molecular structure, C9H6NO3SSn at a distorted geometry. Source: OMol25; level of theory: the ωB97M-V functional and the def2-TZVPD basis.

Structure (XYZ):
```
21
Properties=species:S:1:pos:R:3:forces:R:3:lowdin_charge:R:1
H 4.435 0.664 0.424 0.0167 -0.0087 0.0143 0.109
C -1.024 -1.605 -0.585 0.4102 0.0258 -0.0407 -0.146
H 5.775 -0.702 -4.138 0.0086 -0.0119 -0.0032 0.135
C 7.831 0.211 -2.761 0.0422 0.0343 -0.0344 -0.481
C 4.157 -0.581 -2.733 -0.0061 0.0189 0.0344 -0.089
S 2.101 -0.431 -0.996 -0.2692 -0.6723 -1.2036 0.437
O -1.239 2.781 -1.271 -0.1252 -0.0054 0.0016 0.117
C 3.805 -0.193 -1.446 0.1130 0.3524 0.5920 -0.601
Sn 0.583 -0.085 0.718 -0.1585 0.2029 0.8022 0.835
H 3.414 -0.981 -3.409 -0.0074 -0.0132 -0.0031 0.110
H 8.462 -0.401 -1.056 0.0344 -0.0131 -0.0288 0.110
N -1.494 -2.488 -1.147 -0.1279 0.0668 -0.0131 0.191
C 4.734 0.341 -0.562 0.0310 -0.0397 -0.1360 -0.086
C 5.473 -0.436 -3.134 -0.0434 0.0394 -0.0098 0.013
H -1.928 -3.239 -1.655 -0.0106 -0.0090 0.0135 0.126
C -1.164 1.820 -0.703 0.1501 0.0707 -0.0894 -0.065
C 6.052 0.461 -0.974 -0.0199 -0.0044 0.0595 -0.010
C 6.424 0.067 -2.254 0.0206 -0.0232 -0.0049 -0.123
O 8.819 -0.059 -1.885 -0.0534 0.0487 0.0664 0.135
O 8.074 0.541 -3.883 -0.0140 -0.0497 -0.0186 0.154
H 6.778 0.896 -0.298 0.0089 -0.0093 0.0016 0.129
```
Positions in Å, forces in eV/Å.

## Properties
Total charge: +1
LUMO level (eV): -5.016
Largest force on an atom (hartree/bohr): 0.0273

***

Entry 6:
2 unconnected molecules or ions with the total composition C3H8O at a distorted geometry. Source: OMol25; level of theory: the ωB97M-V functional and the def2-TZVPD basis.

Structure (XYZ):
```
12
Properties=species:S:1:pos:R:3:forces:R:3:nbo_charge:R:1
C 0.545 0.129 -0.832 -0.1389 -0.4803 1.1377 -0.656
C 0.690 1.590 -1.005 -1.2200 1.4731 -1.3346 -0.166
H 1.677 2.012 -0.774 -0.3899 -0.0956 -0.2233 0.198
H -1.340 2.037 -1.566 0.4570 0.0692 0.0762 0.192
H 1.311 -0.526 -1.281 -0.1570 0.5650 0.1051 0.221
C -0.333 2.411 -1.350 1.3743 -0.4797 -0.0269 -0.423
H -1.289 -3.339 2.438 0.2931 -0.1985 1.0055 0.470
H -0.137 3.476 -1.518 -0.2471 -0.3848 0.3312 0.200
O -1.046 -3.500 3.378 0.5309 -0.4791 -1.0136 -0.940
H -0.289 -4.127 3.334 -0.8227 0.6796 0.0065 0.470
H -0.451 -0.270 -1.088 0.3779 0.3548 0.0501 0.212
H 0.662 0.107 0.264 -0.0575 -1.0236 -0.1140 0.222
```
Positions in Å, forces in eV/Å.

## Properties
Total charge: 0
SMILES string: C=CC.O
LUMO level (eV): 0.758
Largest force on an atom (hartree/bohr): 0.0454